# 1
The following is a DFT calculation (ωB97M-V/def2-TZVPD) of a 11-piece molecular cluster, C29H69N11O11 overall.

Computed properties:
- SMILES string: CNC(C)=O.CNC(C)=O.CNC(C)=O.CNC(C)=O.CNC(C)=O.CNC(C)=O.CNC(C)=O.CC(N)=O.CC(N)=O.CC(N)=O.CC(N)=O
- LUMO: 0.19 eV
- Frontier orbital gap: 9.04 eV
- 2S+1: 1
- Relative energy (zero: lowest compared OMol25 entry of this formula, charge and spin): 388.9 kJ/mol

Each line ends with the Mulliken charge.
Geometry (Å):
O (11.910, -8.312, -19.135)  -0.70
O (13.946, -3.184, -21.169)  -0.60
O (19.580, -0.509, -15.490)  -0.43
O (24.393, -2.839, -15.591)  -0.68
O (22.397, -2.945, -20.601)  -0.75
O (16.472, -8.400, -16.152)  -0.45
O (17.782, -3.089, -16.383)  -0.34
O (13.590, -4.476, -14.515)  -0.61
O (18.018, -5.237, -20.784)  -0.76
O (13.259, 0.705, -16.372)  -0.67
O (17.441, -0.408, -19.637)  -0.42
N (22.489, -2.455, -16.886)  0.15
N (17.860, -6.477, -22.599)  -0.37
N (18.620, 0.650, -13.773)  -0.23
N (14.774, -1.349, -20.270)  -0.07
N (15.039, -0.549, -17.222)  0.53
N (17.726, -3.040, -18.642)  0.75
N (11.744, -6.056, -19.034)  -0.10
N (18.977, 0.651, -20.961)  -0.39
N (20.827, -4.476, -20.577)  0.11
N (17.543, -9.669, -14.700)  -0.20
N (14.702, -3.529, -12.802)  -0.13
C (18.399, 1.858, -14.606)  -0.40
C (13.793, -1.267, -22.486)  -1.26
C (13.509, -7.179, -17.754)  0.03
C (19.199, 0.957, -18.537)  -0.55
C (17.572, -3.619, -17.420)  0.45
C (18.518, 0.296, -19.719)  0.36
C (21.596, -3.186, -16.076)  -0.65
C (24.633, -1.327, -17.360)  -1.01
C (19.484, -1.690, -13.547)  -1.24
C (15.308, 1.916, -17.030)  -0.83
C (15.950, -3.425, -13.576)  -0.81
C (11.977, -4.663, -18.687)  -0.27
C (16.493, -9.386, -15.379)  0.60
C (18.855, -8.960, -14.823)  -0.74
C (12.288, -7.238, -18.685)  0.33
C (13.598, -3.963, -13.400)  0.65
C (15.282, -10.202, -15.085)  -1.06
C (21.334, -5.310, -19.531)  -0.90
C (20.743, -2.717, -22.201)  -0.79
C (14.378, 0.587, -16.837)  0.61
C (17.977, -7.637, -20.452)  -1.11
C (19.181, -0.430, -14.321)  0.66
C (21.321, -3.412, -21.016)  0.83
C (12.447, -4.112, -12.447)  -1.17
C (16.893, -5.008, -17.473)  -0.55
C (14.112, -1.992, -21.203)  0.71
C (23.773, -2.218, -16.485)  0.67
C (14.651, -1.950, -16.903)  0.33
C (17.934, -6.357, -21.297)  0.68
H (13.814, -0.186, -22.353)  0.36
H (13.638, -2.218, -16.605)  0.48
H (12.320, -3.975, -19.460)  0.13
H (17.502, -10.609, -14.333)  0.25
H (15.718, 2.102, -16.038)  0.16
H (15.222, -2.326, -16.054)  -0.35
H (11.760, -3.285, -12.633)  0.27
H (11.881, -5.016, -12.671)  0.32
H (17.907, -7.357, -23.093)  0.21
H (20.025, 1.570, -18.896)  0.48
H (21.343, -6.341, -19.883)  0.34
H (16.798, -5.337, -18.508)  -0.13
H (14.902, -2.582, -17.755)  -0.63
H (19.278, 2.142, -15.185)  0.28
H (18.548, -8.311, -21.090)  0.49
H (21.561, -2.723, -22.921)  0.36
H (14.405, -1.526, -23.350)  0.28
H (11.122, -4.253, -18.149)  0.32
H (20.569, -2.940, -16.345)  -0.08
H (18.731, -7.947, -14.441)  0.20
H (18.477, 0.272, -21.752)  0.23
H (22.210, -1.888, -17.674)  0.11
H (15.531, -11.231, -14.827)  0.38
H (21.517, -4.259, -16.251)  0.31
H (17.057, -8.121, -20.123)  0.29
H (16.172, -4.187, -14.324)  0.22
H (12.810, -1.501, -22.895)  0.35
H (19.550, -9.570, -14.247)  0.33
H (12.614, -4.148, -11.371)  0.36
H (20.536, -1.669, -13.263)  0.43
H (17.247, -5.778, -16.786)  0.43
H (15.086, -1.984, -19.548)  -0.04
H (11.021, -6.201, -19.724)  0.23
H (18.117, 2.760, -14.063)  0.41
H (17.996, -2.067, -18.618)  -0.32
H (19.886, 1.014, -21.207)  0.22
H (16.173, -2.412, -13.913)  0.12
H (17.778, 1.794, -15.499)  -0.28
H (18.401, 1.568, -18.115)  0.00
H (14.792, -9.995, -16.037)  0.18
H (24.451, -1.647, -18.386)  0.25
H (14.597, -9.907, -14.291)  0.24
H (25.676, -1.607, -17.214)  0.32
H (16.772, -3.700, -12.916)  0.43
H (14.712, 2.767, -17.361)  0.37
H (20.553, -5.251, -18.773)  0.16
H (20.435, -1.730, -21.854)  -0.04
H (14.379, -6.860, -18.329)  0.14
H (18.673, 0.820, -12.778)  0.28
H (15.890, -4.980, -17.049)  -0.18
H (19.942, -3.222, -22.740)  0.22
H (18.025, -5.608, -23.085)  0.25
H (19.263, -2.684, -13.934)  0.15
H (22.330, -5.065, -19.162)  0.35
H (21.604, -2.853, -15.038)  0.32
H (13.763, -8.156, -17.344)  -0.11
H (19.029, -1.784, -12.561)  0.43
H (17.753, -3.600, -19.482)  0.08
H (12.861, -4.514, -18.067)  -0.11
H (19.902, -4.701, -20.914)  0.12
H (15.565, -0.790, -20.553)  0.22
H (15.874, -0.395, -17.769)  -0.13
H (18.605, -7.391, -19.596)  0.19
H (24.443, -0.254, -17.308)  0.27
H (19.714, 0.262, -17.874)  0.12
H (13.481, -6.475, -16.922)  0.16
H (16.196, 1.764, -17.643)  0.05
H (19.205, -8.924, -15.855)  0.24
H (14.859, -3.711, -11.821)  0.32

# 2
The following is a DFT calculation (ωB97M-V/def2-TZVPD) of C29H74Cu2N5O12 as an isolated structure.

Computed properties:
- <S²>: 3.7633
- Net charge: +4
- LUMO (alpha / beta): -10.12 / -13.75 eV
- Frontier orbital gap (alpha / beta): 6.97 / 3.33 eV
- 2S+1: 4

Each line ends with the Löwdin spin population.
Geometry (Å):
Cu (0.397, 2.705, -2.010)  0.00
Cu (-0.122, 2.016, 2.410)  0.64
O (2.730, -4.244, -2.363)  0.00
O (1.737, -1.069, 0.048)  0.00
O (-0.209, 1.745, -3.818)  0.00
O (0.600, 7.094, -1.870)  0.00
O (-1.566, 3.324, 3.923)  0.01
O (-1.932, -3.402, 3.292)  0.00
O (-5.071, 0.831, -3.817)  0.03
O (1.092, 0.716, -1.166)  0.00
O (1.233, -0.817, 5.656)  0.00
O (0.953, 0.803, 0.871)  0.01
O (-1.219, -3.016, -0.180)  0.00
O (3.314, -3.663, 1.234)  0.00
N (-1.556, 0.432, 3.111)  0.20
N (5.533, -1.716, -2.439)  0.76
N (1.113, 1.502, 4.220)  0.06
N (-0.568, 4.434, -3.038)  0.00
N (-2.972, -1.022, -2.929)  0.65
C (2.416, -0.331, 5.073)  0.01
C (-2.048, -1.410, -1.830)  0.07
C (-2.134, 4.599, 4.008)  0.00
C (1.306, -2.064, 6.355)  0.00
C (3.404, -2.958, 2.484)  0.00
C (-2.341, -2.749, -1.095)  0.01
C (-1.043, -0.978, 3.176)  0.01
C (-0.090, -3.592, -0.828)  0.00
C (0.318, 0.669, -4.592)  0.00
C (-5.294, -0.540, -3.564)  0.03
C (3.317, -1.251, -3.305)  0.08
C (-0.512, 6.922, -2.748)  0.00
C (-2.164, 0.937, 4.385)  0.02
C (-4.318, -1.036, -2.431)  0.10
C (-0.855, 2.618, -4.721)  0.00
C (-2.645, 2.409, 4.171)  0.00
C (1.561, 8.029, -2.368)  0.00
C (1.322, 0.173, -0.099)  0.00
C (4.145, -2.190, -2.375)  0.08
C (-1.476, 3.716, -3.905)  0.00
C (-1.311, 5.534, -2.351)  0.00
C (-5.679, 1.304, -4.988)  0.00
C (4.061, -3.768, -2.563)  0.00
C (3.430, 0.925, 3.080)  0.00
C (2.625, -5.614, -2.228)  0.00
C (3.585, -3.955, 3.613)  0.00
C (-2.212, -2.047, 2.996)  0.01
C (-3.091, -4.251, 3.029)  0.00
C (2.143, 0.528, 3.878)  0.01
H (4.158, -2.178, 2.383)  0.00
H (-0.497, -1.075, 4.114)  0.00
H (-3.590, -4.021, 2.088)  0.00
H (3.841, -1.129, -4.253)  0.00
H (-6.763, 1.426, -4.994)  0.00
H (1.226, 8.981, -2.778)  0.00
H (-2.921, 0.180, 4.588)  0.01
H (1.878, -6.045, -2.894)  0.00
H (-2.351, 0.318, 2.499)  0.01
H (2.636, -4.484, 3.706)  0.00
H (-3.240, -2.441, -0.562)  0.00
H (-2.835, 4.776, 3.193)  0.00
H (4.757, -4.288, -1.903)  0.00
H (4.309, -4.753, 3.443)  0.00
H (3.107, -1.061, 4.651)  0.00
H (-2.821, -0.078, -3.256)  0.02
H (1.587, -0.086, 3.169)  0.00
H (1.765, -2.928, 5.875)  0.00
H (-1.586, 2.112, -5.351)  0.00
H (2.249, 8.270, -1.557)  0.00
H (1.673, 2.029, 4.875)  0.00
H (-2.753, -5.271, 2.848)  0.00
H (-3.255, 2.427, 3.268)  0.00
H (6.056, -2.041, -3.239)  0.02
H (-3.016, -1.833, 3.701)  0.00
H (-0.261, 6.967, -3.807)  0.00
H (3.158, 1.429, 2.153)  0.00
H (-2.501, 4.948, 4.974)  0.00
H (-0.319, -4.655, -0.898)  0.00
H (3.942, -2.042, -1.315)  0.02
H (0.586, 0.969, 4.898)  0.00
H (1.701, -1.262, -0.892)  0.00
H (0.235, 4.728, -3.575)  0.00
H (3.265, -0.236, -2.912)  0.00
H (-3.288, 2.513, 5.045)  0.00
H (-0.276, 0.209, -5.382)  0.00
H (-1.995, 4.446, -4.526)  0.00
H (-4.622, -1.974, -1.967)  0.01
H (5.788, -0.739, -2.411)  0.02
H (4.278, -3.947, -3.616)  0.00
H (-5.388, 0.666, -5.822)  0.00
H (1.274, 0.993, -5.005)  0.00
H (-2.625, -3.615, -1.692)  0.00
H (4.167, 1.558, 3.574)  0.00
H (-1.026, -1.461, -2.205)  0.00
H (0.387, -2.369, 6.857)  0.00
H (2.943, 0.220, 5.852)  0.00
H (-2.328, 5.679, -2.716)  0.00
H (-0.143, 3.034, -5.432)  0.00
H (2.402, -5.827, -1.182)  0.00
H (2.150, 7.625, -3.191)  0.00
H (-5.360, 2.290, -5.325)  0.00
H (-1.314, 5.289, 3.810)  0.00
H (-5.102, -1.177, -4.428)  0.00
H (2.721, -3.165, 0.667)  0.00
H (0.853, -3.521, -0.286)  0.00
H (2.401, -2.570, 2.660)  0.00
H (-0.304, -1.130, 2.390)  0.00
H (-3.848, -4.466, 3.783)  0.00
H (-1.980, -0.640, -1.062)  0.03
H (0.125, -3.156, -1.804)  0.00
H (2.036, -1.819, 7.127)  0.00
H (-6.315, -0.762, -3.254)  0.00
H (3.982, -3.401, 4.463)  0.00
H (-4.419, -0.269, -1.663)  0.05
H (-1.181, 7.744, -2.493)  0.00
H (-1.353, 5.427, -1.267)  0.00
H (-2.253, 3.265, -3.287)  0.00
H (-1.417, 0.862, 5.175)  0.00
H (2.315, -1.629, -3.508)  0.01
H (3.995, 0.100, 2.646)  0.00
H (-2.765, -1.881, 2.071)  0.00
H (0.588, -0.181, -3.965)  0.00
H (3.569, -6.157, -2.262)  0.00